No. 1
Here is a cluster of 12 separate species, C44H123N11O12 in total in a non-equilibrium geometry from the Open Molecules 2025 dataset. Energies are from ωB97M-V with the def2-TZVPD basis set.

Computed properties:
Frontier orbital gap: 9.2 eV
Maximum force: 3.60 eV/A
Net charge: 0
SMILES: COC[C@H](C)N.COC[C@H](C)N.COC[C@H](C)N.COC[C@H](C)N.COC[C@H](C)N.COC[C@H](C)N.COC[C@H](C)N.COC[C@H](C)N.COC[C@H](C)N.COC[C@H](C)N.COC[C@H](C)N.O

Atoms and positions in Å:
O 22.1791 13.5424 18.1763
O 13.6169 12.7943 21.4864
O 11.2588 14.2343 18.1323
O 15.9506 16.4339 12.6178
O 18.4999 18.3942 16.5643
O 14.5043 8.0391 16.4561
O 15.9709 14.9138 17.1389
O 14.7613 19.4334 21.2202
O 20.4266 11.4064 18.2746
O 12.6670 14.1854 13.3841
O 19.8049 15.1447 23.4765
O 19.3948 12.1582 12.7557
N 18.9737 9.8740 11.0332
N 12.2741 18.6263 20.0167
N 16.9104 11.6500 18.3255
N 21.1203 16.7134 16.5428
N 13.3109 11.6514 13.9794
N 8.9856 17.2030 18.9218
N 14.4459 16.3552 21.3184
N 16.6948 15.0078 9.3556
N 17.5608 16.0131 22.0395
N 11.7347 8.4292 18.8486
N 20.3944 19.0654 14.3390
C 12.3228 15.5156 13.1119
C 18.0183 18.4815 13.7184
C 12.6993 20.9971 19.7996
C 12.4197 8.5827 17.5452
C 9.5109 15.7938 18.8783
C 13.9497 12.2390 12.8081
C 16.6167 12.6301 17.2720
C 20.4350 14.5720 24.6491
C 22.3222 14.7578 17.3878
C 18.5767 19.6420 15.8041
C 23.3825 12.8966 18.5398
C 16.1835 19.3684 21.5841
C 14.1270 11.2621 11.6545
C 15.5707 12.1441 16.3143
C 16.0283 15.9502 13.9430
C 15.8571 7.8408 16.6058
C 20.0441 14.5544 16.2480
C 14.1327 14.0222 21.0299
C 16.1467 13.8644 17.9917
C 12.1096 13.7743 17.0650
C 15.0486 16.6607 10.1827
C 13.9374 15.1474 21.9968
C 16.6000 15.5592 11.6877
C 13.6754 11.8546 20.4324
C 17.8858 10.5634 11.8028
C 13.8753 8.2024 17.7390
C 19.8328 13.4461 12.8084
C 18.2357 11.9895 11.8860
C 18.5233 18.5617 17.9544
C 16.4923 16.1411 10.3214
C 8.3633 14.8714 18.3531
C 18.1081 14.6819 21.7705
C 10.7863 15.5744 18.0366
C 18.8336 14.2054 23.0269
C 15.4748 16.0529 17.7835
C 20.9137 15.4141 17.1720
C 17.8349 9.8790 13.1262
C 12.2818 10.0564 17.0058
C 18.9788 19.4038 14.3780
C 13.2039 13.4639 12.2507
C 12.4464 15.2700 22.3092
C 18.9793 14.8280 20.5279
C 13.1143 19.5934 19.3626
C 14.6244 19.3641 19.7478
H 20.2611 17.2300 16.4248
H 23.1842 11.8409 18.7065
H 19.3644 19.1690 18.3023
H 19.3238 13.8960 20.0367
H 18.2125 18.5436 12.6262
H 19.8781 10.2009 11.4308
H 14.5647 14.9568 22.8479
H 16.3347 16.6969 18.0123
H 11.2913 7.5323 18.7582
H 14.8040 17.4827 10.8170
H 17.6644 15.2178 9.0144
H 18.8094 9.7797 13.5781
H 16.0198 7.0354 17.3506
H 17.6303 15.4241 11.8501
H 11.2269 10.1971 16.8896
H 19.3162 20.2545 16.3168
H 19.1382 14.1524 13.3490
H 20.6932 18.9117 13.3778
H 15.2065 13.5870 18.4452
H 13.0732 14.2744 17.0794
H 18.8488 8.8717 11.0820
H 21.0362 15.3394 25.1432
H 14.9753 15.7364 18.7119
H 19.8996 13.5557 16.6702
H 18.4565 12.4272 10.9154
H 13.7162 14.3355 20.0410
H 13.0749 19.4979 18.2414
H 11.7637 21.2770 19.3497
H 16.3304 8.7710 16.9474
H 12.1437 12.7213 17.3409
H 11.5404 16.2971 18.3278
H 19.1225 15.0983 16.2004
H 12.8881 12.4097 14.5251
H 24.2159 13.1009 17.8652
H 15.1431 20.2063 19.2593
H 17.4528 12.6531 12.2446
H 14.3007 15.9120 10.3707
H 12.6038 21.0265 20.8982
H 13.9403 7.2467 18.2920
H 18.8662 20.3895 13.9811
H 10.9922 9.0841 18.9550
H 16.6334 18.4335 21.2649
H 10.6522 15.7685 16.9758
H 8.5715 13.7956 18.5710
H 19.9313 15.2890 20.8382
H 20.5098 14.3650 15.2801
H 17.2555 16.8621 10.1615
H 16.9384 10.4586 11.2564
H 18.5372 17.5575 18.3284
H 12.5231 11.0691 13.6782
H 23.8211 13.2631 19.5009
H 23.0146 15.4432 17.8711
H 20.9499 12.2340 18.1402
H 20.4391 15.3983 18.1249
H 12.0995 14.3593 22.7935
H 13.4656 21.6982 19.5669
H 17.8518 11.7046 18.7208
H 14.7277 10.3728 11.9474
H 16.9524 14.1506 18.7339
H 14.7618 16.5474 17.0997
H 16.0310 14.6187 11.6504
H 13.1960 16.0615 12.7732
H 15.4332 16.4248 21.4290
H 7.3871 15.1908 18.6988
H 13.9239 14.0729 11.7361
H 12.0539 7.8618 16.7860
H 21.0744 13.7330 24.3484
H 13.1213 11.0546 11.3223
H 16.2730 7.4248 15.6779
H 12.8423 10.0921 16.1178
H 20.0569 13.7924 11.7822
H 14.6036 11.7657 10.7937
H 17.2496 10.5338 13.7836
H 14.4086 8.9380 18.3175
H 17.6294 19.0894 18.3746
H 13.1109 12.2702 19.5955
H 18.3561 16.6649 21.9555
H 14.7398 11.6338 20.1012
H 11.6105 13.8516 16.0956
H 15.2002 13.9352 20.8007
H 12.6162 17.6605 19.8602
H 15.4600 15.0263 14.0675
H 14.6829 11.8192 16.8954
H 17.5262 12.8536 16.6882
H 12.6873 10.6498 17.7663
H 9.7107 17.8239 19.3032
H 16.7100 20.2455 21.2325
H 16.2389 19.3026 22.6843
H 11.6112 15.6809 12.2928
H 11.9219 15.3892 21.3508
H 17.5870 20.0825 15.9410
H 17.0398 15.7776 14.3502
H 12.2591 16.1791 22.9046
H 19.6775 14.1936 25.3595
H 20.6077 18.2223 14.8727
H 17.2415 14.0809 21.5485
H 17.3441 8.9194 13.0943
H 13.1762 10.9625 20.7915
H 14.9196 12.6605 13.1153
H 20.7557 13.4277 13.3722
H 14.8439 16.9669 9.1438
H 18.0948 14.0891 23.8760
H 16.7818 10.6308 18.1002
H 15.8887 11.2980 15.6696
H 22.6800 14.5176 16.4072
H 15.3538 12.9671 15.6443
H 15.5894 16.6858 14.6037
H 20.5302 10.9174 17.4235
H 17.2888 16.0223 23.0593
H 8.3185 14.9259 17.2638
H 9.6689 15.5099 19.9627
H 14.0787 17.2175 21.6766
H 16.1015 15.1624 8.5470
H 8.6790 17.4306 18.0016
H 12.4649 18.7768 21.0086
H 12.3990 13.2326 11.5949
H 15.0149 18.3881 19.4249
H 21.7303 17.2873 17.0859
H 19.3476 13.2037 22.8858
H 16.9877 18.7424 13.8365
H 18.4909 15.4939 19.7888
H 11.9011 15.8989 14.0427
H 18.1412 17.4168 14.0016

Forces on the atoms, in the same order (eV/Å):
-0.0018 0.8466 -0.4714
0.2805 0.4349 -0.1449
-0.1195 0.4327 0.1142
1.1071 -0.3547 0.2106
0.3532 0.4428 -1.0273
-1.5482 0.2993 0.3444
-0.2832 0.6489 -1.9078
1.3685 0.0247 -1.3813
0.3702 -0.0684 -1.1217
0.2195 -0.5950 -0.7238
0.1739 -0.6758 0.7121
-1.4963 -1.8117 -0.5759
0.0538 1.3097 -0.4703
-0.3297 -1.1212 0.3719
0.0455 -1.6999 0.4059
0.0689 -0.4761 -0.0847
-0.5090 -0.1770 -0.2657
1.2424 -1.6075 0.8077
-0.8334 -0.3643 -0.3890
1.7949 1.2228 -0.0648
0.0160 0.8037 1.3307
0.7605 -0.6998 -0.8481
0.1382 -0.1904 -0.2993
-0.0091 0.2310 -0.1433
0.5973 -1.3402 -1.9012
-0.0687 -0.8716 0.7086
0.2325 0.8871 -0.4198
-1.3378 -0.3627 0.7578
0.1314 0.7955 -0.2307
1.2452 -0.8735 -0.1368
-0.2716 0.3497 -0.5270
-1.3364 -0.2813 0.4962
-0.2223 -0.9186 2.0224
0.9200 0.6986 1.1263
-1.6874 -0.3898 0.7722
0.6856 0.2653 0.2618
-0.2848 -0.8298 -0.0748
-0.0527 -0.2590 0.4765
0.7164 -1.0193 0.3702
0.9933 -0.3397 0.6969
0.4419 -0.0482 -1.0559
1.5682 -0.5462 0.9773
-1.3399 -0.1895 1.2723
0.4727 0.4305 -1.6764
-0.4608 0.6933 -0.6013
-1.9046 0.2896 0.2324
0.6898 -0.1132 -0.0529
1.2844 -1.9366 -1.0934
0.0044 -0.7916 -0.7191
0.2310 1.4929 -0.0148
1.0355 1.8341 0.7100
-0.7835 0.8848 0.1243
-2.5915 -1.1366 -0.6257
1.0421 -0.3929 -0.2028
0.3091 0.6855 -0.1004
0.1476 -0.2332 0.0030
0.1316 -1.2946 0.5092
-0.1012 0.0163 0.0798
1.5336 -1.2628 -1.0062
-1.2953 1.0409 1.4183
-0.4791 -3.4391 0.9392
0.0693 0.0798 1.5902
0.0695 0.3541 2.0101
0.5287 0.6013 -0.1069
1.0199 -0.1207 -0.2004
1.6889 -0.1487 -0.2219
-0.7657 0.6637 0.8260
-0.4327 -0.1147 0.1703
0.0022 -0.0653 -0.4115
0.3612 -0.2685 -0.0810
-0.6578 0.2375 0.2838
-0.1832 -0.2700 0.3964
-0.9327 -0.8362 -0.3500
-0.0528 -0.2549 0.9871
-0.3668 0.2756 0.1390
-0.2990 -0.4215 0.6473
0.1237 0.6027 0.4671
-1.1574 -0.9390 0.0043
0.3328 -0.0113 -0.0256
0.2287 0.3784 0.0346
1.4162 -0.5232 1.0930
-0.5613 0.6252 -0.3680
0.1461 0.3249 -0.0977
0.3388 -0.5471 -0.6472
-0.0107 -0.0414 0.2730
-0.3100 0.0195 0.7410
0.2786 -0.0197 -0.1339
0.3786 0.0691 0.2016
-0.1213 -0.0535 -0.2315
-0.0511 0.5451 -0.1314
-0.3324 0.2167 0.2083
0.3401 -0.2581 -0.4548
-0.3705 -0.3117 0.5681
-0.1301 0.0111 0.9423
-0.3874 0.1926 -0.1376
0.3852 -0.2173 -0.2145
0.7396 -0.0325 -0.4886
0.4992 0.1594 0.4448
-0.8820 -0.0977 -0.5575
0.2987 -0.3278 -0.1423
-0.3022 -0.4112 -0.6363
0.4622 -0.3467 0.3087
-0.5324 -0.2374 0.5269
-0.0519 -0.7692 0.3277
-0.1089 -0.0873 -0.3813
-0.0263 0.1985 -0.1216
0.0212 0.7778 -0.7645
-0.5194 0.6681 -0.0387
0.1013 -0.0888 -0.6129
-0.7228 0.2792 -0.3688
-0.2654 0.9011 0.0764
-0.2689 0.2188 -0.0982
-0.0923 0.5656 -0.0290
0.3419 1.1425 -0.1099
0.2375 0.0552 0.0700
0.1999 -0.4166 0.6665
0.2915 0.1357 0.0841
-0.7532 0.0828 -0.2762
0.0760 0.1143 0.2251
-0.3412 -0.5311 0.1308
-0.5245 0.4747 1.0705
-0.1461 0.1953 0.1117
0.5231 0.7283 -0.4443
-0.2839 0.2943 -0.3811
-0.6854 0.4664 -0.2777
-0.9725 -0.4584 -0.1136
0.3269 0.0257 0.3883
0.4567 -0.1364 0.2315
0.4688 0.4217 0.3523
1.0013 -0.1255 -0.0149
-0.0231 -0.0819 0.4561
0.3403 0.5391 -0.4321
-0.1786 0.4251 0.2524
-0.0331 0.0873 0.0762
-0.2896 -0.8328 -0.1811
-0.0274 0.6428 0.0598
0.5485 0.5472 -1.2772
-0.1175 0.3860 0.3136
0.0668 -0.1894 0.4117
-0.1130 -0.3363 0.3815
0.2609 0.5999 0.3692
0.2188 -0.4036 -0.5171
-0.0030 -0.1494 -0.3364
-0.5819 -0.2037 0.3204
-1.0923 0.2219 0.3715
0.0756 0.2638 -0.1135
0.2870 -0.2256 0.1302
-0.1658 0.7419 -0.0826
-0.0659 -0.1999 -0.0948
0.2147 0.2641 -0.5197
-0.1152 0.1579 0.1251
0.5342 1.2925 1.0057
-0.4074 -0.0711 -0.6413
0.1972 0.1580 -0.1897
-0.2350 0.3988 -0.3755
-0.3694 -0.5576 0.1051
-0.0082 -0.0815 0.1852
-0.0235 0.3508 -0.4866
-0.0979 -0.0401 -0.5411
-0.0935 -0.4707 0.0370
0.1959 0.1997 -0.2436
-0.1086 0.1580 -0.3853
-0.0931 -0.8136 0.1144
-0.1126 -0.3856 -0.1570
0.0796 -0.2820 -0.0749
-0.0028 -0.3711 0.1603
0.3281 0.1589 0.0799
0.2345 0.1180 0.1763
0.3782 -0.1176 -0.8841
-0.0042 1.7147 -0.1860
-0.0524 0.3580 0.5223
0.5765 -0.2826 -0.6352
-0.4935 0.1258 -0.1234
-0.2279 0.2794 0.0195
-0.1865 0.5627 1.0281
0.3181 0.3107 -1.4143
0.0803 0.1236 -0.1833
0.2883 0.2235 -1.1908
-0.3569 0.2308 0.3551
-0.0009 -0.0042 -0.0058
0.0346 0.7204 -0.6284
-0.3948 -0.1235 -0.0402
-0.8297 -0.4449 -0.7301
-0.1605 0.2209 -0.1008
0.4333 0.4167 0.4127
-0.6351 0.8427 -0.0224
-0.6398 0.2848 0.2996
0.1949 -0.4703 0.3568
0.1495 0.2823 -0.1872
0.0943 0.7681 0.0344

***

No. 2
Here is the molecule C10H8N2 in a non-equilibrium geometry from the Open Molecules 2025 dataset. Energies are from ωB97M-V with the def2-TZVPD basis set.

Computed properties:
Frontier orbital gap: 9.5 eV
Maximum force: 16.83 eV/A
Net charge: 0
SMILES: c1ccc(-c2ncccn2)cc1

Atoms and positions in Å:
N -1.6646 -0.5630 -0.9232
N 0.3992 -1.7387 -0.5304
C 1.3687 1.2847 2.2520
C 1.2719 2.6496 1.7248
C 0.8787 0.2280 1.5078
C -1.3942 -2.7392 -1.8202
C -2.0425 -1.5213 -1.6332
C -0.0464 -2.7546 -1.2959
C 0.6593 2.8232 0.4980
C 0.2030 0.4761 0.3274
C -0.3839 -0.7060 -0.4838
C 0.0277 1.7343 -0.2811
H 0.6095 3.8273 -0.0056
H -0.3035 1.9408 -1.0744
H -1.6092 -3.6671 -2.2204
H 0.9090 -0.6151 2.0634
H -3.0860 -1.5333 -2.0082
H 1.9207 0.9982 3.1584
H 1.7927 3.4959 2.0711
H 0.4899 -3.6197 -1.3265

Forces on the atoms, in the same order (eV/Å):
3.0811 2.8432 1.4210
0.5717 -1.4752 -1.5964
0.5217 2.0389 -0.9292
-0.1756 -2.9338 -0.8342
-0.2302 3.8838 0.1341
5.2146 1.5233 1.7621
-4.1991 -4.6102 -2.5272
-4.3522 2.3557 0.6564
-1.5040 -0.5758 -2.1438
-2.0222 -0.7557 -3.1693
-0.1004 2.6898 2.6113
7.4345 -1.6018 15.0187
0.2252 -0.9321 0.8492
-5.1374 2.3135 -11.3213
-1.5770 -1.1630 -1.3226
-0.0150 -3.3414 0.5761
0.4413 0.5431 0.1402
-0.3759 0.6962 -0.2465
0.4404 0.6630 1.1226
1.7587 -2.1616 -0.2012

***

No. 3
Here is the molecule C12H12N4O2S in a non-equilibrium geometry from the Open Molecules 2025 dataset. Energies are from ωB97M-V with the def2-TZVPD basis set.

Computed properties:
Frontier orbital gap: 9.0 eV
Maximum force: 16.68 eV/A
Net charge: 0
SMILES: CC(=O)c1ccc(NC(=O)CSc2cn[nH]n2)cc1

Atoms and positions in Å:
S 3.7410 0.7241 1.5508
O 1.5082 1.9196 -1.4225
O -4.7966 -1.1355 1.2309
N 3.9277 -1.9157 -1.1096
N 0.8083 1.1765 0.5218
N 4.4316 -1.7016 1.0151
N 4.4329 -2.5486 -0.2401
C -4.2939 -0.7440 0.2705
C 3.7083 -0.6597 -0.8929
C 1.7699 1.4371 -0.4109
C -0.4934 0.5193 0.6379
C -1.1282 0.7914 -0.8473
C -2.9917 -0.2761 0.2664
C -2.3052 -0.5424 1.3339
C 3.1039 1.9696 0.1483
C -5.1579 -0.5929 -0.9367
C 4.0827 -0.4975 0.3623
C -1.0843 -0.0155 1.6302
C -2.4656 0.3545 -0.9031
H -5.2376 0.4158 -1.2350
H -0.6847 1.4112 -1.5629
H 4.8040 -3.3260 -0.3341
H 1.3919 0.9535 1.5368
H 3.0629 2.7558 0.8899
H -4.6940 -1.0306 -1.8644
H -2.8930 0.3932 -1.7557
H 3.2542 -0.0456 -1.4992
H 3.7548 2.0991 -0.4111
H -2.7886 -0.6489 2.3044
H -6.2916 -1.0269 -0.7795
H -0.4759 -0.2128 2.5062

Forces on the atoms, in the same order (eV/Å):
0.1704 1.5621 -1.9570
-1.2068 1.0802 -7.3190
-2.8313 -2.6572 5.6235
-1.7976 -0.2535 -9.3315
1.7021 -3.4258 7.8690
1.1071 0.4625 -4.3709
-3.1073 10.2017 9.1835
-2.4876 1.1863 -4.2165
1.3000 -2.5991 1.3715
0.2918 2.3866 5.2304
3.7522 5.7457 -11.4817
-3.1691 -2.5463 5.7830
1.2615 0.8447 -4.3533
0.0190 0.9847 5.5671
-9.5980 -4.8415 12.7523
-2.2878 -2.2370 -1.7965
0.5655 -2.6689 7.5996
1.6963 -1.8096 2.2181
6.4704 -0.0614 5.6657
-0.2635 1.4946 -0.0167
0.9991 0.4098 -0.7879
4.0360 -9.4887 -0.7116
-1.9227 0.7294 -3.5775
-0.9840 0.8574 -0.6450
-0.5135 -0.1072 0.8881
-3.5603 0.4765 -5.5052
-1.9873 2.8055 -3.4827
10.6133 1.9488 -9.7765
-0.8516 -1.5350 -0.6158
3.1677 0.9966 -0.2594
-0.5839 0.0580 0.4528